[1]
Molecular formula: C4H7NO3
Method: DFT, ωB97M-V with the def2-TZVPD basis set

Geometry as XYZ:
```
15
Properties=species:S:1:pos:R:3:forces:R:3
C 1.5842 1.4865 0.1667 -1.012 -0.414 0.574
N 0.2895 0.9467 -0.2424 -0.227 0.028 -0.633
C -0.8287 1.7344 -0.4830 0.280 -0.923 -0.525
O -1.6965 1.4312 -1.2752 0.050 0.146 0.513
C 0.2508 -0.4306 -0.6888 -0.141 -0.597 0.892
C 0.1807 -1.3931 0.5450 -0.515 0.051 -1.118
O 0.9707 -1.5009 1.4241 0.120 0.045 0.061
O -1.0301 -2.0869 0.5209 0.301 -0.268 0.018
H 1.3677 2.5053 0.4852 0.530 0.032 0.168
H 1.9368 0.8504 0.9805 0.231 0.415 0.153
H 2.3298 1.4561 -0.6289 -0.178 0.160 -0.213
H -0.9154 2.6191 0.1555 0.386 0.312 -0.056
H -0.6672 -0.6386 -1.2118 -0.187 0.405 -0.372
H 1.0834 -0.7187 -1.3370 0.162 0.179 0.177
H -0.9678 -2.9841 0.1471 0.200 0.429 0.361
```
Positions in Å, forces in eV/Å.

**Gap between HOMO and LUMO**: 10.0 eV
**Energy**: -11893.592 eV

=====

[2]
Molecular formula: C30H60Cl2N3O12P2S
Method: DFT, ωB97M-V with the def2-TZVPD basis set

Geometry as XYZ:
```
110
Properties=species:S:1:pos:R:3:forces:R:3
C -3.3539 3.3657 1.0125 0.140 0.663 0.000
C -2.0234 3.2322 1.8171 -0.733 0.539 -0.426
S -1.2545 1.5699 1.7609 -0.060 0.014 0.374
C -0.9344 1.0846 0.0019 -0.247 0.043 0.744
C -1.2401 -0.4296 -0.1088 0.677 -0.404 -0.958
N -2.3956 -0.8586 0.3841 1.371 0.584 -0.655
N -2.6405 -2.1246 0.2872 -1.592 -2.354 0.720
C -3.9775 -2.5407 0.8742 -1.376 1.240 -0.105
Cl -4.6569 -1.1708 1.8557 0.753 -0.842 -0.258
C -5.0376 -2.8570 -0.2608 -0.821 -0.588 0.121
C -6.5215 -2.6888 0.2374 0.026 -0.634 -0.461
Cl -4.7268 -1.8734 -1.7652 -0.140 -0.388 0.862
C -1.9382 -3.1296 -0.2692 2.892 0.516 -1.242
C -2.3305 -4.6267 -0.3297 -0.644 -0.269 -0.436
O -1.3757 -5.5146 0.2510 -0.429 1.324 0.500
C -0.9201 -5.1102 1.5304 0.900 -1.669 0.478
O 0.3783 -4.5727 1.3604 -0.832 0.333 0.634
C 1.1971 -4.7455 2.5304 1.038 0.128 -0.150
C 2.0816 -6.0260 2.3722 -0.142 0.564 0.273
O 2.7457 -6.0037 1.1050 -0.457 -0.292 0.193
C -0.6612 -2.7641 -0.8856 -1.512 1.428 1.357
C 0.2484 -3.7736 -1.5989 0.104 1.142 -1.280
C 0.2880 -3.3961 -3.1303 -0.049 0.021 1.164
N -0.7129 -2.8041 -3.6323 0.847 -0.247 -0.469
C -0.3419 -1.3620 -0.7563 0.208 -0.794 -0.681
C 1.0029 -0.8502 -1.3237 0.071 -0.335 0.247
O 0.8526 0.2840 -2.1598 0.672 -0.167 0.571
C 2.1679 0.7334 -2.5328 0.784 0.115 -0.773
H -3.7397 4.4015 1.1883 0.274 -0.756 -0.229
H -3.2003 3.2650 -0.0862 -0.093 -0.015 0.745
H -4.1567 2.6727 1.3396 0.721 0.211 -0.138
H -2.2728 3.4199 2.8897 0.438 -0.527 -0.674
H -1.3004 4.0331 1.5360 -0.471 -0.702 0.023
H 0.1272 1.3068 -0.2080 -0.813 -0.255 -0.195
H -1.6037 1.6961 -0.6390 0.472 -0.609 0.126
H -3.8338 -3.3767 1.5850 -0.030 0.436 -0.616
H -4.9793 -3.9173 -0.6037 0.409 0.860 0.340
H -6.6233 -3.0703 1.2824 0.149 0.567 -0.734
H -7.1882 -3.3454 -0.3744 0.655 0.570 0.255
H -6.8831 -1.6495 0.1189 0.348 -0.608 0.376
H -3.3288 -4.8754 0.0863 0.603 0.449 -0.169
H -2.3713 -4.8939 -1.4167 -0.003 0.301 0.817
H -0.8102 -6.0513 2.1332 -0.316 0.674 -0.444
H -1.6275 -4.4506 2.0923 0.389 -0.017 -0.660
H 0.5928 -4.7192 3.4678 0.393 -0.236 -0.582
H 1.8917 -3.8728 2.5670 -0.600 -0.573 -0.131
H 1.4540 -6.9341 2.5118 0.579 0.403 -0.075
H 2.8978 -5.9694 3.1326 -0.828 -0.283 -0.325
H 2.3047 -6.6107 0.4928 0.102 0.300 0.304
H -0.1022 -4.8224 -1.5552 0.438 0.687 0.480
H 1.2801 -3.6281 -1.2078 -0.752 -0.679 -0.020
H 1.2257 -3.6392 -3.6811 -0.624 0.008 0.352
H -0.4939 -2.6192 -4.6181 -0.438 0.058 0.140
H 1.6485 -0.5964 -0.4412 -0.394 -0.133 -0.459
H 1.5539 -1.6445 -1.8911 -0.588 0.487 0.545
H 2.5081 0.1956 -3.4558 -0.317 0.370 0.683
H 2.9367 0.5398 -1.7470 -0.692 0.095 -0.297
H 2.1888 1.8223 -2.7508 -0.453 -0.730 0.147
O 1.3431 3.9444 -5.4968 -0.178 -1.422 -3.617
P 0.5919 5.0185 -6.2436 -0.908 5.127 6.484
O 1.5429 6.3178 -5.9013 -0.040 -0.513 -0.607
C 2.8502 6.3809 -6.4571 0.274 0.167 -0.073
C 2.8178 6.5812 -7.9612 -0.026 -0.120 -0.072
O -0.6088 5.2787 -5.1454 -0.293 -0.506 -0.820
C -0.8763 4.3281 -4.1229 0.150 -0.080 0.331
C -0.0702 4.6273 -2.8716 0.039 0.150 0.184
O -0.3226 5.9616 -7.3063 1.267 -3.012 -1.334
C -0.5677 5.4486 -8.6203 -0.237 0.034 -0.554
C -1.0562 4.0137 -8.6175 -0.047 -0.005 0.176
H 3.4124 5.4797 -6.1950 -0.021 0.003 0.007
H 3.3504 7.2305 -5.9901 -0.150 -0.030 0.104
H 2.4797 5.6685 -8.4628 0.036 -0.012 -0.053
H 3.8124 6.8188 -8.3435 -0.039 -0.048 0.024
H 2.1336 7.3855 -8.2334 0.051 0.029 0.065
H -0.6961 3.3130 -4.4804 0.134 0.060 0.021
H -1.9415 4.3931 -3.8876 0.001 0.159 -0.156
H 0.9807 4.8170 -3.0920 -0.031 -0.175 -0.151
H -0.1319 3.7930 -2.1671 -0.028 0.010 0.013
H -0.4505 5.5250 -2.3801 -0.038 -0.046 0.003
H 0.3398 5.5404 -9.2233 -0.019 0.030 -0.025
H -1.3236 6.0899 -9.0765 0.058 0.100 0.180
H -0.2962 3.3356 -8.2101 0.046 0.000 -0.056
H -1.2839 3.6875 -9.6334 0.024 -0.012 0.047
H -1.9518 3.9098 -8.0025 -0.013 0.038 -0.062
O 2.6988 -2.0504 7.2755 -0.067 -1.344 -3.773
P 2.1018 -0.8915 6.5194 -0.815 5.000 6.877
O 3.1533 0.3001 6.9488 -0.062 -0.454 -0.708
C 4.4904 0.2442 6.4704 0.278 0.117 -0.018
C 4.5665 0.4770 4.9722 -0.025 -0.099 -0.088
O 0.8699 -0.5379 7.5496 -0.264 -0.444 -1.001
C 0.4438 -1.4794 8.5333 0.108 -0.128 0.449
C 1.1928 -1.2899 9.8398 0.047 0.165 0.127
O 1.3471 0.1627 5.4279 0.994 -3.040 -1.455
C 1.1332 -0.2978 4.0929 -0.174 0.193 -0.445
C 0.5058 -1.6761 4.0297 -0.110 -0.015 0.158
H 4.9451 -0.7132 6.7406 -0.019 0.008 0.005
H 5.0429 1.0304 6.9867 -0.153 -0.020 0.091
H 4.1705 -0.3878 4.4288 0.035 -0.023 -0.047
H 5.6005 0.6224 4.6531 -0.042 -0.045 0.022
H 3.9813 1.3509 4.6825 0.044 0.024 0.070
H 0.5435 -2.4999 8.1609 0.148 0.060 0.012
H -0.6219 -1.3099 8.7036 0.034 0.164 -0.167
H 2.2690 -1.2050 9.6880 -0.038 -0.178 -0.139
H 1.0024 -2.1255 10.5160 -0.022 0.035 -0.007
H 0.8731 -0.3681 10.3293 -0.046 -0.045 -0.005
H 2.0821 -0.2857 3.5466 -0.003 0.001 -0.049
H 0.4727 0.4218 3.6080 0.083 0.086 0.169
H 1.1671 -2.4341 4.4639 0.037 -0.013 -0.033
H 0.3098 -1.9581 2.9915 0.018 -0.008 0.013
H -0.4325 -1.7007 4.5880 -0.002 0.051 -0.046
```
Positions in Å, forces in eV/Å.

**Charge**: +1
**Gap between HOMO and LUMO**: 7.2 eV
**Energy**: -115570.979 eV

=====

[3]
Molecular formula: C4H8P2
Method: DFT, ωB97M-V with the def2-TZVPD basis set

Geometry as XYZ:
```
14
Properties=species:S:1:pos:R:3:forces:R:3
C 1.0190 -0.2241 0.7334 -1.633 1.806 -1.660
C -0.7655 0.0143 -0.9640 -0.715 -4.012 -0.811
C 2.0951 -0.2442 1.7205 2.887 4.090 -3.293
C -1.9480 0.8613 -1.5560 6.004 2.146 -0.204
P 1.0761 0.4935 -0.8270 -1.154 -0.716 0.848
P -0.8257 -0.4120 0.9286 1.233 -1.663 -0.959
H -0.8429 -1.1644 -1.6319 0.438 3.501 2.094
H 1.8061 -0.6243 2.5787 -0.915 -2.512 4.144
H 2.4965 0.8444 2.0238 -1.082 -2.005 -0.859
H 2.9647 -0.6744 1.2073 -0.012 -0.398 0.796
H -1.5441 0.9719 -2.6003 -1.017 0.456 0.657
H -1.9255 1.8693 -1.0274 -0.815 -1.327 -0.776
H -2.7528 0.2529 -1.5669 -3.073 -1.241 0.230
H -0.8528 -1.9641 0.9812 -0.146 1.877 -0.209
```
Positions in Å, forces in eV/Å.

**Gap between HOMO and LUMO**: 8.5 eV
**Energy**: -22851.743 eV

=====

[4]
Molecular formula: C8H9NO5Sm
Method: DFT, ωB97M-V with the def2-TZVPD basis set

Geometry as XYZ:
```
24
Properties=species:S:1:pos:R:3:forces:R:3
Sm -0.4297 -0.2105 -2.0068 0.153 0.590 2.812
O -0.9872 3.0528 -2.4202 0.907 -5.323 -0.370
C -0.7979 1.9145 -2.4714 -1.792 10.110 -0.562
C 1.5643 -0.9016 -2.4482 13.023 -4.616 -1.086
O 2.6742 -1.3058 -2.4287 -7.251 2.689 -0.297
C -2.0429 -1.5392 -2.4222 -11.062 -9.194 -1.004
O -2.9420 -2.2986 -2.4271 5.618 4.763 -0.103
C -0.4197 -0.1792 -4.4727 0.133 0.208 -7.245
O -0.4206 -0.1774 -5.6253 -0.023 -0.026 5.040
C 0.5665 -0.0946 3.2085 0.312 -0.481 0.711
N 0.1500 0.5528 1.9856 0.227 -2.663 -3.319
C -0.3894 1.9213 1.9860 0.049 0.207 0.418
C 0.2210 -0.1529 0.8277 -1.298 5.640 2.817
C 0.6634 -1.5293 0.6345 0.112 -0.739 -0.457
O -0.1848 0.6443 -0.2003 0.714 -1.088 1.589
H 0.4330 0.5850 4.0364 0.012 0.056 0.179
H 1.6179 -0.3698 3.1308 0.030 0.055 0.188
H -0.0351 -0.9877 3.3740 -0.024 0.047 0.194
H 0.2242 2.5794 1.3788 0.104 -0.014 -0.080
H -1.4133 1.9321 1.6246 -0.063 -0.095 -0.066
H -0.3817 2.2829 3.0105 0.038 -0.056 -0.030
H -0.1284 -2.1315 0.1370 0.150 0.071 0.375
H 1.5662 -1.5811 0.0037 -0.069 0.077 0.402
H 0.8922 -2.0060 1.5849 0.000 -0.219 -0.107
```
Positions in Å, forces in eV/Å.

**Charge**: +3
**Gap between HOMO and LUMO (spin up / spin down)**: 6.5 / 6.7 eV
**Multiplicity**: 6
**Energy**: -38037.381 eV

=====

> Look up the energy of the first one.

-11893.592 eV